1.
{
  "formula": "C5H8O2",
  "method": "ωB97M-V/def2-TZVPD",
  "smiles": "C[C@@]1(O)CCC1=O",
  "e_lumo_ev": 0.71,
  "spin_multiplicity": 1,
  "elements": ["C", "C", "O", "C", "C", "C", "O", "H", "H", "H", "H", "H", "H", "H", "H"],
  "positions_angstrom": [[-1.746799, -0.504397, -0.059584], [-0.469081, 0.309771, -0.055925], [-0.845320, 1.643826, -0.239915], [0.546604, 0.158234, 1.069302], [1.733544, -0.141022, 0.181115], [0.714874, -0.294975, -0.930515], [0.873973, -0.499296, -2.104426], [-2.465553, -0.063036, 0.636394], [-2.166914, -0.501815, -1.070072], [-1.584530, -1.548854, 0.223742], [-0.263600, 1.999642, -0.912905], [0.658897, 0.930605, 1.879659], [0.275235, -1.091759, 0.967911], [2.449162, 0.657138, 0.005539], [2.289507, -1.054063, 0.409682]],
  "forces_ev_per_a": [[-0.1059, -0.1730, 0.1476], [-0.0627, -0.4141, 0.0304], [0.2244, 0.5129, -1.0443], [-0.7098, -3.5489, 0.0759], [0.8227, -0.1360, -0.3421], [0.5356, 1.5371, -1.8480], [-0.5952, -0.2026, 0.6047], [0.0119, -0.0393, -0.1095], [-0.0003, 0.1226, 0.1549], [0.0423, 0.1391, -0.0078], [-0.0069, 0.5491, -0.2016], [-0.6645, -1.6023, -0.2487], [0.3760, 2.7525, 3.0614], [0.0594, 0.2460, -0.3240], [0.0730, 0.2567, 0.0510]],
  "mulliken_charge": [-1.37, 0.99, -0.54, -0.68, -0.32, -0.01, -0.52, 0.40, 0.33, 0.31, 0.35, 0.34, 0.18, 0.29, 0.26]
}

=====

2.
{
  "formula": "C5H8O2",
  "method": "ωB97M-V/def2-TZVPD",
  "smiles": "C=C(C=O)OCC",
  "e_lumo_ev": 0.46,
  "spin_multiplicity": 1,
  "elements": ["C", "C", "C", "C", "O", "C", "O", "H", "H", "H", "H", "H", "H", "H", "H"],
  "positions_angstrom": [[0.890625, -2.038205, -0.412641], [0.990193, -0.731083, 0.320943], [0.017710, 1.448464, -0.810099], [-0.728467, 0.944543, 0.173440], [-0.488695, -0.329125, 0.568497], [-1.861299, 1.751720, 0.751099], [-1.852733, 2.961675, 0.749698], [0.168669, -2.651366, 0.120619], [1.847553, -2.564482, -0.486288], [0.523929, -1.861090, -1.431983], [1.718845, -0.073222, -0.211840], [1.325190, -0.753442, 1.347182], [0.137426, 2.504992, -0.963272], [0.478633, 0.730132, -1.480122], [-2.771557, 1.204340, 1.083474]],
  "forces_ev_per_a": [[-0.0656, -0.1968, 0.0874], [-0.8683, -0.2665, 0.5083], [-0.4433, 0.4356, -0.4212], [0.5433, 0.4965, -0.3869], [1.5019, 0.0986, -0.5691], [0.1445, 0.1633, 0.0332], [0.0237, -0.5221, 0.0816], [0.0408, -0.3072, -0.1762], [-0.0827, 0.1382, 0.1213], [0.0293, -0.0585, 0.2285], [-1.4376, 0.0918, 0.4265], [0.3057, -0.6202, 0.2527], [-0.5133, 0.1638, -0.4089], [0.4289, 0.4932, 0.1714], [0.3927, -0.1097, 0.0512]],
  "mulliken_charge": [-0.93, -0.49, -0.77, 0.56, -0.40, -0.10, -0.46, 0.29, 0.37, 0.23, 0.42, 0.31, 0.30, 0.36, 0.32]
}

=====

3.
{
  "formula": "C5H8O2",
  "method": "ωB97M-V/def2-TZVPD",
  "e_lumo_ev": 0.77,
  "spin_multiplicity": 1,
  "elements": ["C", "O", "C", "C", "C", "C", "O", "H", "H", "H", "H", "H", "H", "H", "H"],
  "positions_angstrom": [[-1.230976, 0.673145, 0.370444], [-1.191045, 1.034323, -1.053622], [-0.590794, 0.179996, -1.830255], [-0.203384, -0.985084, -0.929763], [-0.194127, -0.431624, 0.500471], [1.193291, 0.117314, 0.836190], [1.600753, 1.146800, -0.040921], [-2.252347, 0.345019, 0.584876], [-1.006453, 1.583332, 0.929086], [1.522482, 0.851255, -0.958348], [0.732396, -1.463338, -1.240127], [-0.999384, -1.728258, -1.096807], [-0.487104, -1.177424, 1.245624], [1.192563, 0.571261, 1.833787], [1.914132, -0.716710, 0.849370]],
  "forces_ev_per_a": [[-0.0544, -0.0285, 0.1921], [0.0877, -0.0618, -0.3802], [-0.2266, -0.0967, 0.4539], [0.0431, -0.0414, -0.2271], [-0.0024, 0.0547, -0.0224], [-0.0458, -0.1649, 0.2587], [0.0374, 0.0259, -0.0902], [0.1433, 0.0307, -0.0068], [-0.0017, -0.1077, -0.0769], [0.1310, 0.0517, 0.0946], [-0.1318, 0.0833, 0.0210], [0.0807, 0.0977, 0.0391], [0.0390, 0.0960, -0.0922], [-0.0154, -0.0933, -0.1289], [-0.0842, 0.1543, -0.0346]],
  "mulliken_charge": [-0.53, -0.13, -0.47, -0.62, 0.29, -0.76, -0.51, 0.29, 0.31, 0.34, 0.33, 0.33, 0.41, 0.39, 0.33]
}

=====

4.
{
  "formula": "C5H8O2",
  "method": "ωB97M-V/def2-TZVPD",
  "e_lumo_ev": 0.63,
  "spin_multiplicity": 1,
  "elements": ["O", "C", "C", "C", "O", "C", "C", "H", "H", "H", "H", "H", "H", "H", "H"],
  "positions_angstrom": [[2.339196, 0.328351, 0.837354], [1.464907, 1.131717, 0.088502], [0.496818, 0.281298, -0.739956], [-0.504779, -0.183231, 0.251961], [-0.032170, -1.044655, 1.151233], [-1.827451, 0.204265, 0.319876], [-2.234962, -0.726954, -0.572073], [1.796994, -0.311811, 1.322000], [2.070068, 1.751373, -0.571704], [0.857511, 1.796444, 0.726217], [1.040339, -0.543727, -1.216021], [-0.012422, 0.866008, -1.510674], [-1.464375, -1.337064, -1.078131], [-0.751676, -1.161417, 1.800031], [-3.238004, -1.050598, -0.808619]],
  "forces_ev_per_a": [[0.0754, -0.0864, 0.2108], [0.0207, 0.3705, -0.1591], [-0.0159, 0.0517, 0.0040], [0.5400, 0.4357, 0.4929], [-0.0371, 0.3450, 0.1856], [0.1220, -0.6761, -0.4106], [-0.2630, -0.5152, -0.3269], [0.2844, 0.1454, -0.0140], [0.0355, -0.0135, 0.0429], [0.3082, -0.0019, -0.0719], [-0.1035, 0.0613, 0.2401], [0.0783, -0.0347, 0.2292], [-0.7221, -0.2746, -0.4351], [0.0845, -0.1809, -0.0513], [-0.4075, 0.3738, 0.0633]],
  "mulliken_charge": [-0.55, -0.52, -0.40, 0.45, -0.45, -0.57, -0.44, 0.37, 0.34, 0.32, 0.29, 0.36, 0.10, 0.36, 0.34]
}

=====

5.
{
  "formula": "C5H8O2",
  "method": "ωB97M-V/def2-TZVPD",
  "e_lumo_ev": 0.80,
  "spin_multiplicity": 1,
  "elements": ["C", "C", "C", "C", "O", "C", "O", "H", "H", "H", "H", "H", "H", "H", "H"],
  "positions_angstrom": [[0.414875, 2.368578, -0.353991], [0.632151, 0.969004, 0.216875], [-0.404606, -0.021859, -0.313795], [-0.323661, -1.437595, 0.156673], [0.590950, -1.743039, 0.958777], [-0.894680, -3.374474, 0.272682], [-1.762625, -3.942209, -0.238227], [0.489529, 2.365908, -1.447962], [1.158290, 3.075438, 0.027333], [-0.577071, 2.754368, -0.090755], [0.580561, 0.995494, 1.311697], [1.637576, 0.610414, -0.033179], [-1.427105, 0.314108, -0.084049], [-0.382758, -0.067873, -1.413155], [0.268573, -2.866264, 1.031075]],
  "forces_ev_per_a": [[-0.0006, 0.0598, -0.0286], [0.0357, -0.0398, 0.0412], [0.0269, -0.0178, 0.0298], [0.1461, 0.3035, 0.0309], [-0.2027, -0.0539, -0.1468], [-0.8354, -0.7462, -0.4389], [0.7287, 0.5349, 0.4125], [-0.0130, -0.0089, 0.1513], [-0.0972, -0.1034, -0.0441], [0.1322, -0.0615, -0.0331], [0.0061, -0.0115, -0.1519], [-0.1425, 0.0442, 0.0350], [0.1046, -0.0638, -0.0402], [-0.0237, -0.0158, 0.1251], [0.1346, 0.1801, 0.0575]],
  "mulliken_charge": [-1.26, -0.21, -0.35, -0.15, -0.38, 0.13, -0.33, 0.32, 0.35, 0.32, 0.29, 0.29, 0.29, 0.29, 0.39]
}

=====

6.
{
  "formula": "C5H8O2",
  "method": "ωB97M-V/def2-TZVPD",
  "e_lumo_ev": 0.90,
  "spin_multiplicity": 1,
  "elements": ["C", "C", "C", "C", "C", "H", "H", "H", "H", "H", "H", "H", "H", "O", "O"],
  "positions_angstrom": [[2.083101, 0.009262, -0.479260], [1.024058, 0.156695, 0.693083], [-0.263360, 0.918420, 0.026103], [-2.178875, -0.148601, -0.285594], [-0.268675, -0.457847, 0.719840], [2.529715, 0.990300, -1.040927], [1.572995, -0.953401, -1.281900], [3.131627, -0.675500, -0.195636], [1.504152, 0.502781, 1.502092], [-0.147980, 0.392151, -0.818969], [-2.851721, -0.075217, -1.277331], [-2.930608, -0.371317, 0.509652], [-0.357186, -0.347850, 1.890068], [-1.602521, 1.278253, 0.075839], [-1.244727, -1.218133, -0.037056]],
  "forces_ev_per_a": [[1.7633, -3.6937, -2.0618], [1.9733, 0.7830, -6.1786], [0.6248, -1.7777, 2.8594], [-3.7670, 1.0365, 1.1172], [-0.7213, 0.3445, 3.5401], [-1.6874, -2.4877, 1.4128], [1.4788, 3.5925, 1.9608], [-3.0527, 2.1603, -0.1341], [1.0600, 0.7024, 3.4840], [0.7844, -0.1923, -4.4137], [2.5676, -0.5089, 1.5951], [0.1835, 0.8763, -0.5277], [-1.7341, -0.7654, -2.0993], [-1.2110, -1.7111, -0.2092], [1.7377, 1.6412, -0.3448]],
  "mulliken_charge": [-1.12, -0.10, -0.48, -0.17, 0.24, 0.25, 0.24, 0.31, 0.47, 0.44, 0.23, 0.27, 0.12, -0.37, -0.34]
}

=====

Looking at largest force on an atom for the records above, in order, we have 4.134; 1.609; 0.516; 0.887; 1.203; 6.533 eV/Å.
Looking at energy relative to the best compared isomer or geometry (same formula, charge and spin) for the records above, in order, we have 69.48; 60.81; 67.93; 98.62; 78.93; 210.91 kcal per mole.